1.
Molecular formula: C18H31Cl8N5
Method: DFT, wB97M-V/def2-TZVPD

Calculated values
HOMO-LUMO gap in hartree: 0.3656
SMILES string: ClCCCl.ClCCCl.ClCCCl.ClCCCl.CC#N.CC#N.CC#N.CC#N.CC#N
LUMO in eV: -0.308
Relative energy (zero: lowest compared OMol25 entry of this formula, charge and spin) in eV: 1.3989
Electronic energy in eV: -126796.9886
Total charge: 0

Each line ends with the Mulliken charge.
Atoms and positions in Å:
Cl  3.26  -4.96  2.49  -0.21
C  2.56  -4.68  0.83  -0.45
C  1.74  -3.44  0.77  0.09
Cl  0.26  -3.73  1.66  -0.18
H  1.99  -5.58  0.59  0.37
H  3.43  -4.45  0.22  0.31
H  1.48  -3.19  -0.26  0.14
H  2.22  -2.56  1.20  -0.06
Cl  -2.93  -3.16  -0.56  -0.18
C  -3.03  -2.74  -2.34  -0.51
C  -3.66  -1.35  -2.60  0.18
Cl  -3.67  -1.02  -4.34  -0.21
H  -3.72  -3.46  -2.80  0.40
H  -1.98  -2.84  -2.62  0.29
H  -3.13  -0.52  -2.14  -0.15
H  -4.69  -1.20  -2.26  0.17
Cl  7.08  0.70  2.84  -0.21
C  5.34  1.12  3.08  -0.32
C  4.36  0.82  1.91  -0.10
Cl  4.58  -0.72  1.13  -0.19
H  5.33  2.18  3.35  0.31
H  5.13  0.59  4.01  0.13
H  4.39  1.56  1.11  0.22
H  3.34  0.84  2.30  0.17
Cl  0.29  6.26  0.76  -0.18
C  0.91  5.24  -0.53  -0.37
C  1.17  3.88  0.00  -0.11
Cl  2.52  3.99  1.21  -0.15
H  1.75  5.74  -1.02  0.34
H  0.24  5.35  -1.38  0.25
H  1.60  3.29  -0.81  -0.03
H  0.29  3.31  0.32  0.24
C  -2.73  4.13  -4.46  -0.86
C  -2.38  3.35  -3.29  0.42
N  -2.12  2.75  -2.32  -0.42
H  -1.81  4.41  -4.98  0.28
H  -3.27  5.03  -4.19  0.29
H  -3.27  3.51  -5.18  0.30
C  1.70  -2.21  4.52  -0.17
C  2.74  -1.56  5.36  0.28
N  3.55  -1.07  6.07  -0.46
H  2.15  -2.83  3.73  -0.20
H  0.98  -1.57  4.01  0.17
H  1.04  -2.87  5.08  0.36
C  -6.11  -0.98  0.41  -0.32
C  -6.27  -1.77  1.62  0.26
N  -6.41  -2.36  2.61  -0.40
H  -6.43  -1.74  -0.31  0.20
H  -5.07  -0.76  0.17  -0.06
H  -6.74  -0.09  0.32  0.34
C  1.51  0.58  -3.09  -0.50
C  0.95  -0.78  -2.80  0.33
N  0.61  -1.84  -2.57  -0.45
H  2.18  0.64  -2.24  0.20
H  0.77  1.32  -2.78  0.04
H  1.79  0.82  -4.12  0.38
C  -1.36  0.17  0.08  0.10
C  -0.16  0.00  0.95  -0.08
N  0.73  -0.05  1.67  -0.27
H  -1.23  -0.40  -0.84  -0.23
H  -1.54  1.22  -0.11  0.28
H  -2.22  -0.32  0.55  0.19

2.
Molecular formula: C9H19BBr2ClN2O3
Method: DFT, wB97M-V/def2-TZVPD

Calculated values
HOMO-LUMO gap in hartree: 0.3650
LUMO in eV: -2.982
Electronic energy in eV: -172044.2471
Total charge: +1

Each line ends with the Mulliken charge.
Atoms and positions in Å:
O  -2.45  3.20  0.31  -0.43
C  -1.48  2.65  -0.01  0.13
Cl  0.10  3.35  0.39  -0.16
C  -1.47  1.33  -0.76  -0.05
C  -0.13  0.67  -1.11  0.61
C  -0.31  -0.84  -0.93  -1.15
N  0.86  -1.67  -1.40  0.30
C  1.66  -2.20  -0.23  -1.11
B  2.45  -1.16  0.69  0.52
O  2.72  -1.58  1.97  -0.53
O  2.83  0.06  0.19  -0.43
C  1.73  -1.07  -2.50  -0.48
C  1.61  0.44  -2.71  -0.59
N  0.29  0.99  -2.46  -0.35
H  -2.03  1.53  -1.68  0.34
H  -2.07  0.63  -0.15  -0.01
H  0.64  1.06  -0.43  -0.05
H  -1.20  -1.16  -1.49  0.32
H  -0.49  -1.09  0.12  0.40
H  0.45  -2.50  -1.82  0.46
H  0.95  -2.70  0.43  0.35
H  2.32  -2.98  -0.63  0.46
H  3.63  -1.86  2.13  0.31
H  2.75  0.79  0.83  0.31
H  1.44  -1.59  -3.43  0.44
H  2.76  -1.35  -2.29  0.26
H  1.91  0.65  -3.74  0.42
H  2.33  0.97  -2.07  0.28
H  -0.39  0.63  -3.13  0.33
Br  -3.74  -0.74  1.77  -0.14
C  -3.29  0.17  3.43  -0.60
C  -2.21  1.21  3.25  -0.32
Br  -0.44  0.41  3.02  -0.11
H  -3.02  -0.60  4.14  0.41
H  -4.20  0.67  3.75  0.37
H  -2.13  1.83  4.14  0.40
H  -2.38  1.83  2.39  0.07

3.
Molecular formula: C25H58As3N7SW
Method: DFT, wB97M-V/def2-TZVPD

Calculated values
HOMO-LUMO gap (alpha / beta) in hartree: 0.2032 / 0.1679
LUMO (alpha / beta) in eV: -11.791 / -12.753
2S+1: 3
Relative energy (zero: lowest compared OMol25 entry of this formula, charge and spin) in eV: 0.0000
Electronic energy in eV: -232436.2305
⟨S²⟩: 2.02
Total charge: +4

Each line ends with the Mulliken charge.
Atoms and positions in Å:
W  0.42  1.12  -0.28  3.77
C  -0.51  4.44  1.32  -1.19
C  -1.35  3.20  1.55  -0.58
N  -1.41  2.22  0.41  -0.42
C  -2.20  2.75  -0.74  -0.43
C  -1.28  3.40  -1.74  -1.00
N  -0.10  2.52  -2.06  -1.00
C  0.90  3.40  -2.76  -0.90
C  2.13  2.70  -3.32  -1.43
C  2.59  1.46  -2.58  -0.10
N  2.47  1.51  -1.08  -0.77
C  3.21  2.66  -0.48  -0.67
C  2.83  2.65  0.98  -0.80
N  1.34  2.73  1.04  -0.70
C  0.90  4.15  0.80  -0.28
H  -0.46  4.95  2.28  0.44
H  -1.01  5.14  0.65  0.36
H  -2.38  3.49  1.79  0.58
H  -0.98  2.65  2.41  0.02
H  -1.96  1.43  0.78  -0.08
H  -2.94  3.48  -0.39  0.74
H  -2.75  1.93  -1.18  0.11
H  -0.88  4.34  -1.36  0.59
H  -1.82  3.64  -2.66  0.63
H  -0.44  1.87  -2.77  0.35
H  1.19  4.18  -2.06  0.67
H  0.37  3.91  -3.57  0.67
H  2.93  3.44  -3.37  0.41
H  1.97  2.40  -4.36  0.42
H  3.64  1.26  -2.83  0.64
H  2.02  0.58  -2.90  -0.19
H  2.99  0.70  -0.76  -0.02
H  2.92  3.58  -0.97  0.54
H  4.28  2.52  -0.62  0.51
H  3.28  3.47  1.53  0.57
H  3.14  1.71  1.45  0.09
H  1.09  2.52  2.01  0.06
H  0.97  4.33  -0.27  -0.08
H  1.62  4.81  1.28  0.68
C  1.07  -1.98  -2.76  -1.73
As  1.48  -1.34  -0.97  1.10
C  3.42  -1.47  -1.03  -1.66
C  0.88  -2.91  0.00  -0.87
C  1.06  -2.99  1.51  2.11
C  2.48  -2.64  1.93  -1.60
C  0.05  -2.07  2.18  -1.01
As  0.26  -0.14  2.11  1.36
C  -1.32  0.30  3.16  -1.52
C  1.62  0.33  3.41  -1.53
C  0.78  -4.44  1.96  -2.16
As  -0.86  -5.55  1.64  0.32
C  -2.29  -4.23  1.31  -1.05
C  -0.58  -6.00  -0.25  -1.00
H  1.64  -2.91  -2.86  0.59
H  1.41  -1.31  -3.55  0.45
H  0.02  -2.23  -2.85  0.46
H  3.64  -2.54  -1.03  0.51
H  3.92  -1.03  -0.17  0.53
H  3.80  -1.04  -1.96  0.55
H  1.43  -3.71  -0.50  1.16
H  -0.17  -3.03  -0.28  -0.47
H  2.77  -1.62  1.65  -0.25
H  3.21  -3.32  1.49  0.48
H  2.59  -2.72  3.02  0.47
H  0.03  -2.25  3.26  0.90
H  -0.97  -2.24  1.81  -0.57
H  -1.43  -0.53  3.87  0.57
H  -2.23  0.34  2.56  0.25
H  -1.19  1.21  3.73  0.64
H  1.42  -0.28  4.29  0.51
H  1.54  1.37  3.71  0.60
H  2.63  0.11  3.06  0.43
H  0.95  -4.48  3.04  0.56
H  1.55  -5.08  1.52  0.63
H  -2.49  -3.62  2.19  0.47
H  -3.19  -4.82  1.12  0.58
H  -2.11  -3.60  0.44  0.02
H  0.33  -6.58  -0.36  0.36
H  -0.56  -5.15  -0.93  0.15
H  -1.41  -6.64  -0.56  0.41
C  -5.69  -0.86  0.10  -1.45
C  -4.30  -1.40  0.46  -0.01
C  -3.23  -0.90  -0.44  -0.03
N  -2.05  -0.51  -0.07  -0.64
N  -1.25  -0.08  -1.13  1.03
C  -1.88  -0.20  -2.30  -0.47
N  -1.35  0.20  -3.49  -0.35
S  -3.46  -0.83  -2.17  -0.08
H  -6.41  -1.23  0.82  0.42
H  -6.01  -1.21  -0.88  0.45
H  -5.72  0.23  0.11  0.36
H  -4.29  -2.49  0.40  0.20
H  -4.02  -1.14  1.48  0.21
H  -0.37  -0.03  -3.64  0.05
H  -1.91  0.08  -4.32  0.33

4.
Molecular formula: C17H8BrF6NPdS
Method: DFT, wB97M-V/def2-TZVPD

Calculated values
HOMO-LUMO gap in hartree: 0.1151
LUMO in eV: 4.100
Relative energy (zero: lowest compared OMol25 entry of this formula, charge and spin) in eV: 0.6046
Electronic energy in eV: -119909.2076
Total charge: -2

Each line ends with the Mulliken charge.
Atoms and positions in Å:
Pd  -0.82  1.10  -0.49  -0.63
F  -2.29  -5.28  4.05  -0.35
C  -2.10  -4.05  3.53  0.58
C  -2.23  -3.81  2.17  -0.04
F  -2.56  -4.84  1.36  -0.34
C  -2.03  -2.54  1.66  0.06
F  -2.19  -2.41  0.33  -0.37
C  -1.68  -1.42  2.44  0.09
S  -1.45  0.16  1.81  -0.34
C  -1.56  -1.72  3.81  0.27
F  -1.24  -0.75  4.69  -0.35
C  -1.76  -2.98  4.34  0.20
F  -1.63  -3.19  5.67  -0.33
F  0.09  5.97  -4.33  -0.38
C  -0.17  4.92  -3.46  0.73
C  -0.91  3.84  -3.90  -0.69
C  -1.15  2.79  -3.01  0.07
C  -0.68  2.74  -1.67  -0.42
C  0.06  3.89  -1.32  -0.11
C  0.32  4.96  -2.18  -0.73
H  -1.29  3.82  -4.91  0.34
H  -1.74  1.96  -3.38  0.28
H  0.45  3.97  -0.31  0.25
H  0.90  5.83  -1.85  0.35
Br  5.06  0.40  -1.25  -0.27
C  3.44  -0.50  -0.77  -0.11
C  3.47  -1.84  -0.46  -0.12
C  2.27  -2.44  -0.12  -0.66
C  1.12  -1.68  -0.10  -0.14
N  1.10  -0.38  -0.42  0.10
C  2.25  0.21  -0.75  -0.21
H  4.41  -2.39  -0.48  0.40
H  2.23  -3.49  0.15  0.37
H  0.16  -2.10  0.17  0.14
H  2.18  1.26  -1.01  0.34

5.
Molecular formula: C4H10N2O
Method: DFT, wB97M-V/def2-TZVPD

Calculated values
HOMO-LUMO gap in hartree: 0.3445
SMILES string: CC(C)O/C=N/N
LUMO in eV: 1.159
Relative energy (zero: lowest compared OMol25 entry of this formula, charge and spin) in eV: 2.3517
Electronic energy in eV: -9336.6358
Total charge: 0

Each line ends with the Mulliken charge.
Atoms and positions in Å:
C  -0.80  1.41  0.59  -1.25
C  -0.90  -0.02  0.10  0.59
C  -2.30  -0.40  -0.36  -1.39
O  -0.04  -0.20  -1.11  -0.39
C  1.24  -0.45  -0.86  -0.05
N  1.72  -0.48  0.32  -0.05
N  3.01  -0.93  0.53  -0.66
H  0.23  1.64  0.87  0.34
H  -1.11  2.10  -0.20  0.31
H  -1.44  1.54  1.46  0.34
H  -0.56  -0.70  0.89  0.32
H  -3.00  -0.28  0.47  0.39
H  -2.60  0.24  -1.19  0.34
H  -2.32  -1.44  -0.69  0.33
H  1.81  -0.65  -1.77  0.37
H  3.45  -0.39  1.26  0.22
H  3.59  -0.98  -0.31  0.23

6.
Molecular formula: C11H13MoNO7PS2Se
Method: DFT, wB97M-V/def2-TZVPD

Calculated values
HOMO-LUMO gap (alpha / beta) in hartree: 0.1445 / 0.1781
LUMO (alpha / beta) in eV: 4.450 / 4.447
2S+1: 4
Relative energy (zero: lowest compared OMol25 entry of this formula, charge and spin) in eV: 0.0000
Electronic energy in eV: -125608.7352
⟨S²⟩: 3.78
Total charge: -2

Each line ends with the Mulliken charge.
Atoms and positions in Å:
Mo  -0.11  1.06  1.03  0.18
O  1.04  -3.25  5.23  -0.56
C  0.81  -2.28  4.29  1.31
C  1.78  -1.34  3.96  -0.53
C  1.48  -0.39  3.01  -0.30
N  0.28  -0.37  2.43  0.05
C  -0.66  -1.28  2.71  0.02
C  -0.43  -2.26  3.65  -0.69
C  -1.92  -1.14  1.86  0.55
O  -2.82  -1.96  2.00  -0.80
O  -1.85  -0.19  1.01  -0.55
C  2.45  0.67  2.47  0.62
O  3.60  0.66  2.91  -0.80
O  1.95  1.40  1.56  -0.56
H  1.93  -3.12  5.57  0.27
H  2.77  -1.34  4.40  0.39
H  -1.20  -2.99  3.87  0.52
C  2.42  1.23  -4.88  -1.30
C  1.87  1.47  -3.49  -0.23
O  0.59  0.85  -3.40  -0.34
P  -0.07  0.72  -1.91  1.35
S  -0.35  2.53  -1.16  -0.54
S  0.99  -0.58  -0.87  -0.50
O  -1.44  0.00  -2.34  -0.36
C  -2.69  0.67  -2.51  -0.30
C  -3.76  -0.10  -1.76  -0.93
H  3.32  1.83  -5.05  0.38
H  1.67  1.50  -5.63  0.30
H  2.67  0.18  -5.02  0.30
H  1.77  2.54  -3.29  0.32
H  2.53  1.05  -2.73  0.34
H  -2.90  0.70  -3.59  0.27
H  -2.62  1.69  -2.15  0.33
H  -3.87  -1.11  -2.16  0.26
H  -4.71  0.42  -1.84  0.36
H  -3.48  -0.18  -0.71  0.16
Se  -1.04  2.70  2.52  -0.98